C7H13BrClNOSi | ωB97M-V with the def2-TZVPD basis set

XYZ file:
```
25
Properties=species:S:1:pos:R:3:nbo_charge:R:1
C 3.25 0.16 0.48 -0.63
C 2.09 -0.83 0.42 -0.20
Br 0.90 -0.50 1.94 -0.03
C 1.37 -0.84 -0.93 -0.91
Si 0.09 0.49 -1.31 1.55
C -1.69 -0.07 -1.11 -0.90
C -2.07 -0.90 0.13 -0.42
C -2.53 -0.03 1.28 -0.36
Cl -3.05 -1.04 2.65 -0.08
N 0.49 1.99 -0.45 -0.92
C -0.44 2.58 0.06 0.87
O -1.32 3.14 0.55 -0.51
H 3.83 0.09 -0.43 0.21
H 2.89 1.18 0.63 0.23
H 3.89 -0.08 1.33 0.22
H 2.48 -1.82 0.61 0.22
H 2.15 -0.69 -1.69 0.25
H 0.95 -1.83 -1.13 0.25
H 0.26 0.82 -2.75 -0.20
H -2.38 0.78 -1.21 0.24
H -1.87 -0.69 -1.99 0.25
H -1.26 -1.56 0.44 0.22
H -2.91 -1.54 -0.13 0.21
H -3.39 0.56 0.98 0.21
H -1.75 0.63 1.64 0.22
```

Output
Energy relative to the best compared isomer or geometry (same formula, charge and spin) in kcal per mole: 0.0
Structure (SMILES): C[C@@H](Br)C[Si@@H](CCCCl)N=C=O


C7H13BrO3P | ωB97M-V with the def2-TZVPD basis set

XYZ file:
```
25
Properties=species:S:1:pos:R:3:nbo_charge:R:1
C -1.57 0.96 3.57 -0.56
C -1.92 1.98 2.61 0.22
O -1.82 1.84 1.19 -0.52
C -0.49 1.67 0.77 1.01
O 0.52 1.74 1.48 -0.59
O -0.31 1.45 -0.62 -0.77
P 0.59 -0.01 -0.91 0.98
C 1.96 0.28 -2.19 -0.74
C 3.36 0.21 -1.37 -0.62
C -0.59 -1.40 -1.44 -0.77
C -1.23 -2.00 -0.04 -0.66
H -2.24 0.06 3.81 0.23
H -0.54 1.07 4.07 0.24
H -2.35 2.95 3.02 0.17
H 1.90 1.33 -2.62 0.22
H 2.00 -0.50 -3.02 0.22
H 4.26 0.14 -2.06 0.19
H 3.45 1.14 -0.70 0.21
H 3.29 -0.68 -0.67 0.22
H -1.41 -1.08 -2.14 0.28
H 0.00 -2.27 -1.90 0.24
H -0.89 -3.07 0.13 0.20
H -2.39 -1.90 -0.05 0.26
H -0.78 -1.36 0.83 0.14
Br -2.79 -2.55 -1.74 -0.80
```

Output
Total charge: -1


| no. | HOMO level (Eh) | energy (eV) |
| --- | --- | --- |
| 1 | -0.372 | -101451.8820 |
| 2 | -0.095 | -92936.9586 |